Entry 1:
Computed, not measured: a gas-phase ion, CH4N3S2 (charge +1), with ωB97M-V with the def2-TZVPD basis set.

Geometry (Å):
N1 -0.601 -0.432 0.973
C1 -0.162 -0.730 -0.203
N2 0.556 0.015 -1.026
N3 -0.632 -1.903 -0.705
S1 -1.461 -3.125 0.118
S2 0.310 -3.627 -0.841
H1 -1.061 -1.208 1.572
H2 -0.793 0.603 1.178
H3 0.684 -0.457 -1.840
H4 0.841 0.887 -0.732

Orbital gap ... 7.72 eV
Highest occupied orbital energy ... -13.43 eV
LUMO level ... -5.704 eV
Charge ... +1
Total energy ... -1000.82044 a.u.
Structure (SMILES) ... NC(=[NH2+])n1ss1

Partial atomic charges computed with the Löwdin method, in multiples of e: number 1, N, carries 0.187; number 2, C, carries -0.572; number 3, N, carries 0.272; number 4, N, carries -0.618; number 5, S, carries 0.594; number 6, S, carries 0.592; number 7, H, carries 0.131; number 8, H, carries 0.191; number 9, H, carries 0.102; number 10, H, carries 0.120

Entry 2:
Computed, not measured: 9 unconnected molecules or ions with the total composition C9H30Cl6O6, with ωB97M-V with the def2-TZVPD basis set.

Geometry (Å):
Cl1 1.759 -14.491 11.326
C1 2.544 -14.373 9.749
Cl2 4.019 -13.467 9.841
H1 2.750 -15.421 9.504
H2 1.831 -13.835 9.096
Cl3 2.857 -14.976 6.056
C2 3.579 -16.581 5.884
Cl4 2.478 -17.848 6.411
H3 3.816 -16.694 4.823
H4 4.406 -16.687 6.597
Cl5 7.916 -16.236 8.928
C3 6.351 -16.147 9.797
Cl6 5.050 -17.088 9.077
H5 6.566 -16.535 10.772
H6 6.065 -15.109 9.815
C4 8.055 -16.467 4.940
O1 7.684 -17.166 3.756
H7 7.415 -15.605 5.173
H8 8.031 -17.180 5.757
H9 9.075 -16.135 4.936
H10 7.677 -16.530 3.029
C5 6.960 -12.787 6.753
O2 7.207 -12.562 5.363
H11 7.744 -13.298 7.305
H12 6.785 -11.829 7.300
H13 6.010 -13.367 6.837
H14 7.792 -11.816 5.211
C6 -1.071 -18.772 6.896
O3 -1.823 -19.060 5.775
H15 -0.041 -18.574 6.646
H16 -1.487 -17.843 7.342
H17 -1.189 -19.663 7.550
H18 -1.467 -18.911 4.895
C7 2.169 -11.764 4.779
O4 0.996 -12.553 4.654
H19 2.978 -12.254 5.358
H20 2.592 -11.417 3.851
H21 1.915 -10.916 5.378
H22 1.208 -13.393 4.227
C8 4.430 -13.968 2.254
O5 3.760 -15.055 2.858
H23 5.225 -13.528 2.844
H24 4.925 -14.069 1.316
H25 3.767 -13.101 2.040
H26 3.223 -15.641 2.313
C9 0.421 -16.458 2.762
O6 1.679 -16.932 2.206
H27 0.717 -15.810 3.556
H28 -0.209 -15.892 2.092
H29 -0.082 -17.298 3.252
H30 1.552 -17.773 1.720

Orbital gap ... 10.52 eV
Highest occupied orbital energy ... -10.16 eV
LUMO level ... 0.363 eV
Total energy ... -3573.34825 a.u.
Structure (SMILES) ... ClCCl.ClCCl.ClCCl.CO.CO.CO.CO.CO.CO

Partial atomic charges computed with the Löwdin method, in multiples of e: number 1, Cl, carries 0.508; number 2, C, carries -1.071; number 3, Cl, carries 0.553; number 4, H, carries -0.014; number 5, H, carries 0.034; number 6, Cl, carries 0.574; number 7, C, carries -1.003; number 8, Cl, carries 0.544; number 9, H, carries 0.022; number 10, H, carries -0.042; number 11, Cl, carries 0.504; number 12, C, carries -0.988; number 13, Cl, carries 0.575; number 14, H, carries 0.019; number 15, H, carries -0.045; number 16, C, carries -0.167; number 17, O, carries -0.119; number 18, H, carries 0.071; number 19, H, carries 0.061; number 20, H, carries 0.066; number 21, H, carries 0.075; number 22, C, carries -0.167; number 23, O, carries -0.133; number 24, H, carries 0.054; number 25, H, carries 0.085; number 26, H, carries 0.073; number 27, H, carries 0.072; number 28, C, carries -0.187; number 29, O, carries -0.128; number 30, H, carries -0.001; number 31, H, carries 0.088; number 32, H, carries 0.093; number 33, H, carries 0.067; number 34, C, carries -0.177; number 35, O, carries -0.133; number 36, H, carries 0.050; number 37, H, carries 0.066; number 38, H, carries 0.068; number 39, H, carries 0.036; number 40, C, carries -0.163; number 41, O, carries -0.135; number 42, H, carries 0.071; number 43, H, carries 0.058; number 44, H, carries 0.076; number 45, H, carries 0.045; number 46, C, carries -0.095; number 47, O, carries -0.147; number 48, H, carries 0.051; number 49, H, carries 0.080; number 50, H, carries 0.074; number 51, H, carries 0.099

> What is the total energy in the second record?

-3573.34825 a.u.

> Which of these has the lowest total energy?

C9H30Cl6O6